(1)
This record from the OMol25 dataset describes a molecular structure, C25H42Cl2O5PS5TeZr. The level of theory is wB97M-V/def2-TZVPD.

```
82
Properties=species:S:1:pos:R:3
Zr 0.319 0.018 -0.084
C -5.935 2.492 -0.744
C -4.612 2.830 -1.402
O -4.080 1.705 -2.112
P -2.924 0.750 -1.604
S -1.404 1.965 -0.989
S -3.695 -0.528 -0.227
O -2.656 -0.100 -2.904
C -2.692 0.442 -4.249
C -1.298 0.575 -4.831
H -6.307 3.368 -0.217
H -5.825 1.666 -0.045
H -6.662 2.208 -1.499
H -3.874 3.175 -0.669
H -4.753 3.600 -2.161
H -3.208 1.403 -4.239
H -3.278 -0.275 -4.825
H -0.705 1.296 -4.273
H -1.374 0.905 -5.863
H -0.783 -0.381 -4.814
Cl 0.042 -0.968 -2.252
C 1.687 -1.742 0.193
Cl 0.775 -2.057 1.721
H 2.747 -1.816 0.461
H 1.480 -2.610 -0.460
O 1.444 1.394 -1.044
S 2.183 2.355 -1.970
C 3.163 3.344 -0.757
C 3.850 2.405 0.218
C 4.090 2.991 1.615
C 2.860 3.000 2.511
S 2.068 1.359 2.879
O 1.519 0.880 1.537
C 3.587 0.435 3.202
C 4.204 -0.268 2.185
C 5.382 -0.948 2.436
C 5.944 -0.907 3.701
C 5.320 -0.200 4.718
C 4.130 0.469 4.478
C 3.487 1.306 -2.646
C 3.405 -0.064 -2.456
C 4.297 -0.897 -3.110
C 5.270 -0.356 -3.934
C 5.347 1.017 -4.117
C 4.443 1.855 -3.486
H 2.430 3.985 -0.269
H 3.858 3.959 -1.317
H 4.810 2.094 -0.194
H 3.214 1.521 0.311
H 4.459 4.016 1.528
H 4.876 2.412 2.103
H 2.060 3.616 2.100
H 3.127 3.387 3.494
H 3.761 -0.274 1.202
H 5.860 -1.500 1.644
H 6.868 -1.427 3.895
H 5.762 -0.172 5.701
H 3.639 1.008 5.272
H 2.632 -0.483 -1.816
H 4.211 -1.967 -2.998
H 5.956 -1.008 -4.451
H 6.100 1.428 -4.770
H 4.477 2.921 -3.645
C -2.699 -3.358 -1.831
Te -1.543 -2.455 -0.256
C -2.774 -3.346 1.284
H -2.584 -4.438 -1.757
H -2.307 -3.013 -2.784
H -3.751 -3.097 -1.743
H -3.821 -3.287 0.992
H -2.620 -2.785 2.204
H -2.510 -4.389 1.454
C -1.121 2.427 2.353
S -2.178 1.117 1.650
C -2.850 0.538 3.236
O -1.140 0.038 1.325
H -1.771 3.239 2.656
H -0.457 2.758 1.554
H -0.557 2.039 3.193
H -3.278 1.394 3.748
H -2.062 0.078 3.821
H -3.632 -0.183 3.018
```

Output
total charge	+2
⟨S²⟩	0.756
relative energy (zero: lowest compared OMol25 entry of this formula, charge and spin)	252.8	kJ/mol
spin multiplicity	2
orbital gap (alpha / beta)	0.2728 / 0.2707	Ha

Here are the Löwdin charges for atoms 1 to 5, given in e:
1 Zr 1.095
2 C -0.060
3 C -0.273
4 O -0.324
5 P 0.009



(2)
This record from the OMol25 dataset describes a molecular structure, C47H70BrN2O2PtSSi3Te. The level of theory is wB97M-V/def2-TZVPD.

```
128
Properties=species:S:1:pos:R:3
Pt 1.815 -2.323 -0.924
S 0.850 -4.942 -4.356
C -0.293 -5.449 -3.158
C -1.264 -6.440 -3.280
C -1.931 -6.823 -2.141
C -1.630 -6.229 -0.910
C -0.720 -5.199 -0.810
C -0.042 -4.790 -1.955
N 0.993 -3.842 -2.048
C 1.600 -3.923 -3.203
C 2.960 -3.437 -3.247
C 3.891 -3.770 -4.219
C 5.234 -3.550 -3.966
C 5.629 -3.014 -2.749
C 4.691 -2.632 -1.794
C 3.353 -2.823 -2.054
H -1.452 -6.918 -4.234
H -2.662 -7.622 -2.194
H -2.115 -6.596 -0.017
H -0.443 -4.795 0.149
H 3.571 -4.240 -5.144
H 5.975 -3.830 -4.703
H 6.684 -2.893 -2.536
H 5.016 -2.206 -0.855
C -6.244 -2.627 1.568
Si -4.416 -2.952 1.382
C -4.084 -4.789 1.447
C -3.488 -2.119 2.782
C -3.896 -2.285 -0.301
Te -1.817 -1.820 -0.581
C -2.036 -1.660 -2.720
Si -1.614 0.069 -3.391
C -2.094 0.127 -5.196
C 0.220 0.317 -3.149
C -2.632 1.334 -2.469
H -6.603 -3.049 2.516
H -6.827 -3.086 0.760
H -6.465 -1.554 1.577
H -4.711 -5.259 2.216
H -3.039 -4.990 1.708
H -4.304 -5.278 0.492
H -3.349 -2.825 3.611
H -4.052 -1.264 3.168
H -2.497 -1.764 2.471
H -4.420 -1.349 -0.518
H -4.158 -3.002 -1.085
H -3.078 -1.913 -2.928
H -1.396 -2.425 -3.182
H -1.534 -0.598 -5.800
H -1.898 1.126 -5.610
H -3.162 -0.077 -5.326
H 0.539 -0.077 -2.187
H 0.792 -0.191 -3.937
H 0.501 1.381 -3.165
H -3.703 1.176 -2.641
H -2.389 2.351 -2.811
H -2.439 1.284 -1.393
C -3.984 3.141 3.257
C -3.213 2.602 2.034
C -3.544 1.111 1.863
C -3.745 3.324 0.785
Si -1.334 2.859 2.281
Br -0.338 1.271 0.954
C -0.660 4.503 1.550
C -0.803 4.553 0.018
C -1.389 5.718 2.157
C 0.835 4.631 1.851
C -0.700 2.372 4.031
C 0.810 2.093 4.060
C -0.989 3.505 5.036
C -1.372 1.071 4.502
H -5.061 3.008 3.090
H -3.802 4.210 3.419
H -3.731 2.608 4.175
H -4.632 0.997 1.758
H -3.226 0.518 2.723
H -3.075 0.690 0.970
H -4.813 3.097 0.676
H -3.239 2.983 -0.123
H -3.651 4.411 0.858
H -1.844 4.567 -0.307
H -0.301 3.709 -0.463
H -0.333 5.477 -0.348
H -2.456 5.712 1.924
H -0.968 6.644 1.744
H -1.282 5.760 3.247
H 1.353 3.728 1.529
H 1.031 4.802 2.913
H 1.248 5.485 1.295
H 1.408 2.963 3.774
H 1.078 1.260 3.409
H 1.097 1.817 5.084
H -0.435 4.416 4.780
H -0.671 3.198 6.041
H -2.052 3.759 5.086
H -1.231 0.267 3.774
H -2.440 1.187 4.694
H -0.904 0.750 5.442
C 2.254 3.395 -3.525
O 2.704 2.718 -2.349
C 3.858 2.013 -2.425
C 4.593 1.797 -3.579
C 5.812 1.134 -3.503
C 6.288 0.691 -2.280
C 5.529 0.866 -1.135
C 4.316 1.527 -1.201
N 3.560 1.919 -0.060
C 3.730 1.588 1.189
C 3.946 0.316 1.719
C 4.572 0.233 3.000
C 4.706 -0.945 3.652
C 4.157 -2.114 3.068
C 3.510 -2.072 1.863
C 3.389 -0.870 1.119
O 2.752 -0.777 -0.004
H 3.021 4.070 -3.909
H 1.384 3.971 -3.231
H 1.973 2.685 -4.305
H 4.241 2.159 -4.536
H 6.390 0.984 -4.405
H 7.261 0.219 -2.210
H 5.908 0.533 -0.175
H 2.953 2.712 -0.247
H 3.647 2.412 1.894
H 4.969 1.147 3.439
H 5.211 -0.991 4.607
H 4.241 -3.062 3.589
H 3.072 -2.960 1.438
```

Output
total charge	+1
relative energy (zero: lowest compared OMol25 entry of this formula, charge and spin)	129.3	kJ/mol
spin multiplicity	1
orbital gap	0.2213	Ha

Here are the Löwdin charges for atoms 1 to 5, given in e:
1 Pt 1.007
2 S 1.163
3 C -0.453
4 C -0.077
5 C -0.067



(3)
This record from the OMol25 dataset describes a single C2H4N4O molecule. The level of theory is wB97M-V/def2-TZVPD.

```
11
Properties=species:S:1:pos:R:3
N -1.760 -0.150 0.278
N -0.514 0.048 -0.436
C -0.038 1.336 -0.129
N 1.226 1.295 0.059
C 1.648 0.030 0.033
O 2.857 -0.294 0.118
N 0.530 -0.897 -0.159
H -2.363 -0.947 -0.179
H -1.558 -0.702 1.162
H -0.762 2.084 -0.165
H 0.734 -1.803 -0.582
```

Output
relative energy (zero: lowest compared OMol25 entry of this formula, charge and spin)	272.7	kJ/mol
spin multiplicity	1
structure (SMILES)	Nn1cnc(=O)[nH]1
orbital gap	0.3542	Ha

Here are the Löwdin charges for atoms 1 to 5, given in e:
1 N 0.014
2 N -0.184
3 C -0.084
4 N 0.150
5 C -0.517



no.,F_max (eV/A)
1,3.06
2,1.01
3,5.83